1.
33
Properties=species:S:1:pos:R:3:lowdin_charge:R:1 method="wB97M-V/def2-TZVPD" total_charge=0 smiles=CCCN[C@@H](C)CN.O.O.O e_lumo_ev=0.496 e_above_lowest_kcal_mol=91.1 e_homo_ev=-8.8 energy_ev=-15697.976 orbital_gap_ev=9.275
C 2.60 -0.08 -1.60 -0.087
C 1.52 1.03 -1.03 -0.160
C 1.25 0.69 0.46 -0.206
N -0.14 0.17 0.33 -0.044
C -0.91 0.46 1.73 -0.311
C -1.20 1.98 1.89 -0.067
C -2.23 -0.40 1.64 -0.242
N -1.77 -1.77 1.32 -0.052
H 3.26 -0.20 -0.72 0.067
H 2.45 -1.06 -1.90 -0.016
H 3.18 0.30 -2.43 0.063
H 2.00 1.93 -1.36 0.077
H 0.65 1.01 -1.72 0.105
H 1.39 1.44 1.18 0.072
H 1.83 -0.27 0.90 0.145
H -0.73 0.62 -0.24 0.019
H -0.23 0.19 2.50 0.109
H -1.89 2.23 1.06 0.056
H -1.92 2.12 2.78 0.101
H -0.33 2.51 2.19 0.045
H -2.94 -0.59 2.57 0.142
H -2.87 -0.02 0.80 0.101
H -1.11 -1.60 0.60 0.000
H -1.32 -2.25 2.16 0.092
O 1.35 -2.13 -3.81 -0.077
H 1.96 -2.22 -3.06 -0.009
H 0.69 -2.78 -3.43 0.069
O 2.28 -2.77 -0.04 -0.054
H 1.52 -2.33 -0.31 -0.041
H 1.96 -3.71 -0.26 0.095
O -3.53 2.14 -0.88 -0.002
H -3.84 2.47 -0.12 -0.048
H -2.95 2.85 -1.19 0.057

---

2.
34
Properties=species:S:1:pos:R:3:lowdin_charge:R:1 method="wB97M-V/def2-TZVPD" total_charge=+2 e_lumo_ev=-6.379 e_above_lowest_kcal_mol=0.0 e_homo_ev=-16.7 energy_ev=-17733.860 orbital_gap_ev=10.297
C -0.33 3.05 1.94 -0.030
C -0.64 1.58 1.78 -0.319
C 0.29 0.88 0.81 -0.105
C -0.18 -0.48 0.37 -0.283
C -1.39 -0.76 -0.10 0.141
C 2.01 -1.48 0.18 0.129
N 0.76 -1.59 0.43 0.069
N -0.51 0.92 3.16 0.242
H -0.53 3.61 1.02 0.109
H -0.93 3.55 2.71 0.103
H 0.70 3.26 2.23 0.103
H -1.69 1.43 1.52 0.153
H 0.38 1.48 -0.10 0.139
H 1.32 0.84 1.19 0.127
H -2.16 -0.02 -0.27 0.095
H -1.70 -1.75 -0.42 0.084
H 2.62 -2.37 0.17 0.133
H 2.51 -0.52 0.09 0.122
H 0.32 -2.53 0.48 0.108
H -1.26 1.25 3.77 0.179
H 0.37 1.16 3.62 0.178
H -0.58 -0.09 3.06 0.168
H -0.58 -4.36 -0.62 0.094
H -0.74 -4.70 0.85 0.093
O -0.62 -3.94 0.25 -0.036
H 2.60 -1.88 -2.69 0.089
H 1.53 -0.79 -2.44 0.029
O 1.89 -1.65 -2.07 -0.057
H -2.01 1.77 -3.86 0.085
H -1.95 0.30 -4.24 0.063
O -1.69 0.91 -3.57 -0.020
H -0.06 0.88 -3.06 0.012
H 1.36 1.26 -3.44 0.063
O 0.88 0.81 -2.76 -0.058

---

3.
47
Properties=species:S:1:pos:R:3:lowdin_charge:R:1 method="wB97M-V/def2-TZVPD" total_charge=0 smiles="O=NO[PH]#[PH]P(=O)(O)O.COP(=O)(OC)OC.COP(=O)(OC)OC" e_lumo_ev=0.125 e_homo_ev=-8.1 energy_ev=-81132.340 orbital_gap_ev=8.256
O 3.60 -4.53 3.41 -0.016
N 3.52 -3.93 4.40 -0.095
O 2.83 -2.69 4.28 -0.481
P 1.86 -2.52 2.90 0.629
P 0.31 -1.19 3.61 0.576
P -1.54 -2.32 3.67 0.166
O -1.89 -2.68 5.04 -0.326
O -2.62 -1.35 2.98 -0.199
O -1.54 -3.63 2.74 -0.177
H 2.61 -1.66 2.08 -0.100
H 0.16 -0.27 2.57 -0.138
H -2.29 -0.45 2.85 0.013
H -1.83 -3.43 1.84 0.070
C -2.05 2.59 -1.62 -0.090
O -2.33 1.41 -0.84 -0.205
P -2.84 1.50 0.68 0.418
O -1.84 0.85 1.55 -0.257
O -4.16 0.62 0.49 -0.225
C -4.04 -0.76 0.11 -0.097
O -3.55 2.65 1.49 -0.181
C -4.26 3.70 0.79 -0.074
H -1.72 2.26 -2.60 0.090
H -2.94 3.21 -1.74 0.079
H -1.26 3.18 -1.16 0.087
H -3.10 -1.18 0.47 0.068
H -4.09 -0.85 -0.98 0.086
H -4.87 -1.29 0.55 0.095
H -5.06 3.29 0.18 0.096
H -3.57 4.28 0.17 0.077
H -4.68 4.36 1.54 0.093
C 3.18 -1.72 -3.72 -0.085
O 2.48 -1.04 -2.66 -0.208
P 3.28 -0.16 -1.58 0.415
O 3.09 -0.72 -0.24 -0.240
O 2.34 1.16 -1.76 -0.238
C 0.96 1.01 -1.40 -0.110
O 4.63 0.68 -1.63 -0.191
C 5.22 1.01 -2.90 -0.083
H 2.45 -2.25 -4.32 0.089
H 3.70 -1.00 -4.37 0.075
H 3.90 -2.43 -3.31 0.095
H 0.84 0.25 -0.64 0.083
H 0.38 0.75 -2.29 0.083
H 0.61 1.96 -1.01 0.072
H 4.53 1.60 -3.51 0.094
H 5.52 0.11 -3.44 0.077
H 6.11 1.60 -2.70 0.091

---

4.
35
Properties=species:S:1:pos:R:3:lowdin_charge:R:1 method="wB97M-V/def2-TZVPD" total_charge=+1 e_lumo_ev="-2.524 / -6.859" e_homo_ev="-14.3 / -14.2" energy_ev=-51144.577 orbital_gap_ev="11.737 / 7.357" multiplicity=5 s2=6.01
Co 0.04 0.71 -0.04 0.895
B 0.98 1.16 1.80 -0.274
H 1.34 1.39 2.79 0.035
H 1.75 1.43 1.09 0.013
H 0.68 0.13 1.66 -0.016
H 0.12 1.78 1.57 0.009
B 0.21 1.62 -1.96 -0.283
H 1.03 2.12 -1.48 0.018
H 0.11 1.98 -2.98 0.027
H 0.30 0.54 -1.97 -0.003
H -0.69 1.87 -1.42 -0.012
C 3.21 0.23 -1.06 -0.017
O 2.01 -0.33 -0.46 -0.300
C 1.86 -1.74 -0.54 -0.157
C 0.57 -2.19 0.29 -0.116
N -0.54 -1.37 -0.27 -0.082
C -1.84 -1.58 0.27 -0.171
C -2.22 -0.44 1.25 -0.120
O -2.06 0.69 0.34 -0.286
C -3.04 1.76 0.57 -0.003
H 4.02 -0.37 -0.64 0.106
H 3.23 1.28 -0.79 0.098
H 3.36 0.21 -2.14 0.106
H 2.52 -2.52 -0.17 0.135
H 1.76 -2.03 -1.59 0.132
H 0.80 -2.17 1.35 0.131
H 0.25 -3.23 0.15 0.132
H -0.54 -1.86 -1.15 0.143
H -2.02 -2.58 0.66 0.140
H -2.58 -1.53 -0.53 0.141
H -1.52 -0.41 2.09 0.126
H -3.22 -0.67 1.60 0.140
H -2.79 2.38 1.43 0.109
H -4.05 1.36 0.58 0.104
H -3.04 2.38 -0.32 0.100

---

Repeat the first record exactly.
33
Properties=species:S:1:pos:R:3:lowdin_charge:R:1 method="wB97M-V/def2-TZVPD" total_charge=0 smiles=CCCN[C@@H](C)CN.O.O.O e_lumo_ev=0.496 e_above_lowest_kcal_mol=91.1 e_homo_ev=-8.8 energy_ev=-15697.976 orbital_gap_ev=9.275
C 2.60 -0.08 -1.60 -0.087
C 1.52 1.03 -1.03 -0.160
C 1.25 0.69 0.46 -0.206
N -0.14 0.17 0.33 -0.044
C -0.91 0.46 1.73 -0.311
C -1.20 1.98 1.89 -0.067
C -2.23 -0.40 1.64 -0.242
N -1.77 -1.77 1.32 -0.052
H 3.26 -0.20 -0.72 0.067
H 2.45 -1.06 -1.90 -0.016
H 3.18 0.30 -2.43 0.063
H 2.00 1.93 -1.36 0.077
H 0.65 1.01 -1.72 0.105
H 1.39 1.44 1.18 0.072
H 1.83 -0.27 0.90 0.145
H -0.73 0.62 -0.24 0.019
H -0.23 0.19 2.50 0.109
H -1.89 2.23 1.06 0.056
H -1.92 2.12 2.78 0.101
H -0.33 2.51 2.19 0.045
H -2.94 -0.59 2.57 0.142
H -2.87 -0.02 0.80 0.101
H -1.11 -1.60 0.60 0.000
H -1.32 -2.25 2.16 0.092
O 1.35 -2.13 -3.81 -0.077
H 1.96 -2.22 -3.06 -0.009
H 0.69 -2.78 -3.43 0.069
O 2.28 -2.77 -0.04 -0.054
H 1.52 -2.33 -0.31 -0.041
H 1.96 -3.71 -0.26 0.095
O -3.53 2.14 -0.88 -0.002
H -3.84 2.47 -0.12 -0.048
H -2.95 2.85 -1.19 0.057